(1)
The following is a DFT calculation (ωB97M-V with the def2-TZVPD basis set) of one molecule with the formula C24H28FN3OS at a distorted geometry.

```
58
Properties=species:S:1:pos:R:3:lowdin_charge:R:1
C 5.6787 -0.3865 -3.9860 0.053
C 4.9251 -0.6408 -2.9525 -0.101
C 3.8988 -0.8096 -1.7251 -0.169
C 4.4418 -1.0774 -0.2797 0.012
C 3.3662 -1.2672 0.8792 -0.152
C 3.9371 -1.5112 2.3577 -0.187
C 3.6840 -0.2221 3.3421 -0.217
C 4.7470 0.9703 3.1123 -0.206
C 4.1794 2.1955 2.2059 -0.285
N 2.8978 2.7796 2.7072 -0.044
C 1.8109 -1.2070 0.5223 -0.333
C 1.2464 -0.9262 -0.9100 -0.138
C 2.3423 -0.7218 -2.0549 0.059
N -0.1561 -0.8680 -1.3489 -0.116
C -0.5216 -1.9174 -2.3577 -0.152
C -0.5884 -1.1490 -3.8120 -0.230
C -1.8225 -1.6518 -4.7370 -0.134
C -1.1476 -0.7033 -0.2763 -0.096
C -0.9818 -0.9560 1.2578 -0.392
C -2.1442 -0.7446 2.3301 -0.067
C -3.5915 -0.2944 1.8595 -0.017
C -3.7822 -0.0805 0.3076 -0.111
C -5.2811 0.3347 -0.1873 -0.173
C -5.3566 1.9404 -0.3614 -0.099
C -6.4878 2.5834 0.5880 -0.374
N -6.7497 2.0631 1.9582 0.061
O -7.1670 3.5968 0.1967 -0.003
C -2.6083 -0.2500 -0.7417 -0.029
F -2.9567 -0.0021 -2.1203 -0.027
S 0.6517 -1.4969 1.9335 0.894
H 6.3041 0.1501 -4.7948 0.055
H 5.5678 -1.1543 -0.0247 0.112
H 3.4917 -2.4261 2.8992 0.110
H 5.0818 -1.6306 2.3070 0.106
H 2.6205 0.2000 3.2495 0.072
H 3.7944 -0.6070 4.4351 0.114
H 5.7521 0.5499 2.7001 0.110
H 5.0318 1.4523 4.1362 0.109
H 4.0887 1.8332 1.1042 0.114
H 4.9620 3.0592 2.2310 0.108
H 2.7056 2.5383 3.6925 0.065
H 2.0935 2.5135 2.1158 0.064
H 2.0791 -0.5387 -3.1576 0.092
H -1.5728 -2.3585 -2.1613 0.128
H 0.3033 -2.7107 -2.4589 0.133
H 0.4133 -1.1930 -4.3695 0.088
H -0.7727 -0.0336 -3.5491 0.107
H -1.3402 -2.0919 -5.7019 0.075
H -2.4397 -0.7364 -5.1036 0.078
H -2.5170 -2.3968 -4.2042 0.072
H -1.9568 -0.9397 3.4535 0.093
H -4.4741 -0.1467 2.5989 0.103
H -5.5669 -0.2210 -1.1685 0.119
H -6.0659 -0.0270 0.5935 0.107
H -4.3324 2.3626 -0.0456 0.131
H -5.6321 2.1917 -1.4524 0.129
H -7.7446 2.1716 2.2100 0.085
H -6.1565 2.5745 2.6445 0.096
```

Values from the calculation:
- HOMO energy: -7.680 eV
- Gap between HOMO and LUMO: 7.40 eV
- Spin multiplicity: 1
- Energy above the lowest of the compared OMol25 structures with the same formula, charge and spin: 357.13 kcal/mol
- SMILES string: C#Cc1cc(CCCCN)c2c(c1)N(CCC)c1c(ccc(CCC(N)=O)c1F)S2
- E_LUMO: -0.28 eV


(2)
The following is a DFT calculation (ωB97M-V with the def2-TZVPD basis set) of a 2-piece molecular cluster, C5H14NO overall at a distorted geometry.

```
21
Properties=species:S:1:pos:R:3:lowdin_charge:R:1
C 2.1919 -0.5959 0.1686 -0.085
C 0.8273 -0.2370 -0.2881 -0.328
C -0.2215 -0.2245 0.8108 -0.287
C -0.2252 1.0833 1.5492 -0.239
C -1.0726 2.0860 1.3174 -0.057
N 0.3887 -1.4392 -1.3295 0.166
H 2.3552 -1.5766 0.6575 0.096
H 2.9585 -0.4908 -0.6212 0.083
H 2.4064 0.2663 0.8235 0.094
H 0.6856 0.6766 -0.8929 0.151
H -0.1436 -1.0774 1.5232 0.112
H -1.2263 -0.2841 0.4085 0.037
H 0.5511 1.1255 2.3113 0.088
H -1.0934 3.0073 1.9028 0.037
H -1.9079 2.0806 0.6303 0.010
H -0.4658 -1.3885 -1.8828 0.091
H 0.3464 -2.2960 -0.7704 0.119
H 1.1758 -1.4925 -1.9759 0.091
H -2.7819 0.1554 -0.6934 0.001
H -2.6148 0.4038 -2.2316 0.026
O -2.1342 0.2174 -1.4172 -0.205
```

Values from the calculation:
- HOMO energy (alpha / beta): -2.090 / -8.864 eV
- Gap between HOMO and LUMO (alpha / beta): 2.28 / 9.17 eV
- Spin multiplicity: 2
- Energy above the lowest of the compared OMol25 structures with the same formula, charge and spin: 83.56 kcal/mol
- E_LUMO (alpha / beta): 0.19 / 0.31 eV
- Expectation value of S²: 0.752


(3)
The following is a DFT calculation (ωB97M-V with the def2-TZVPD basis set) of one molecule with the formula C4H11N3O at a distorted geometry.

```
19
Properties=species:S:1:pos:R:3:lowdin_charge:R:1
C 1.0598 2.0190 -0.8394 -0.099
C 0.6227 0.8224 0.0258 -0.378
N 0.7790 -0.4420 -0.5947 -0.073
C -0.3175 -1.4101 -0.8805 -0.282
N -0.2860 -2.5177 0.0473 0.080
C -0.7550 1.1371 0.8747 -0.431
N -1.3461 0.0122 1.5754 0.127
O -1.3055 2.1816 0.9625 0.079
H 0.1638 2.1419 -1.5126 0.085
H 1.1992 3.0011 -0.3372 0.070
H 2.1235 1.8942 -1.3427 0.112
H 1.4537 0.9512 0.8761 0.163
H 1.5962 -1.0073 -0.0666 0.171
H 0.0169 -1.7002 -1.9800 0.146
H -1.2025 -0.8847 -0.9929 0.081
H -0.1474 -3.2154 -0.5041 -0.007
H -0.9264 -2.3664 0.7012 0.002
H -0.6451 -0.6997 1.7474 0.068
H -2.0834 0.0827 2.2403 0.084
```

Values from the calculation:
- HOMO energy: -8.571 eV
- Gap between HOMO and LUMO: 9.45 eV
- Spin multiplicity: 1
- Energy above the lowest of the compared OMol25 structures with the same formula, charge and spin: 75.94 kcal/mol
- SMILES string: C[C@H](NCN)C(N)=O
- E_LUMO: 0.88 eV


(4)
The following is a DFT calculation (ωB97M-V with the def2-TZVPD basis set) of BaFRb as an isolated structure at a distorted geometry.

```
3
Properties=species:S:1:pos:R:3:lowdin_charge:R:1
Rb 1.1733 -0.4593 -2.0101 0.998
Ba -0.2084 0.4982 2.2149 1.913
F -0.9649 -0.0389 -0.2048 -0.911
```

Values from the calculation:
- Charge: +2
- HOMO energy: -19.042 eV
- Gap between HOMO and LUMO: 10.38 eV
- Spin multiplicity: 1
- Energy above the lowest of the compared OMol25 structures with the same formula, charge and spin: 0.00 kcal/mol
- E_LUMO: -8.66 eV


(5)
The following is a DFT calculation (ωB97M-V with the def2-TZVPD basis set) of C3H10BrInOPSTi as an isolated structure at a distorted geometry.

```
19
Properties=species:S:1:pos:R:3:lowdin_charge:R:1
O 2.1156 1.2267 1.0984 -0.557
P 2.9691 0.5099 -0.1553 0.227
Br 4.6804 -0.4256 0.9937 0.087
In 1.4570 -1.5265 -0.5239 0.284
C -0.1959 -0.2298 -1.3707 -0.391
C -0.9204 0.4973 -0.2515 -0.491
C -2.0817 -0.1993 0.4430 -0.570
S -3.0758 0.9054 1.4886 0.701
H 1.7406 0.5879 1.7175 0.007
H 0.8458 -2.0664 1.0224 -0.098
H 2.0031 -2.7384 -1.6125 -0.134
H -0.8995 -0.8153 -1.9728 0.043
H 0.3751 0.4623 -2.0503 -0.040
H -1.4198 1.4000 -0.6908 -0.042
H -0.2186 0.8608 0.5104 0.080
H -1.6854 -1.0197 1.0475 0.069
H -2.7765 -0.6355 -0.2815 0.077
H -2.3193 0.7931 2.5918 -0.138
Ti -0.5939 2.4131 -2.0039 0.887
```

Values from the calculation:
- HOMO energy (alpha / beta): -7.127 / -7.132 eV
- Gap between HOMO and LUMO (alpha / beta): 4.98 / 4.93 eV
- Spin multiplicity: 2
- E_LUMO (alpha / beta): -2.15 / -2.20 eV
- Expectation value of S²: 0.893


(6)
The following is a DFT calculation (ωB97M-V with the def2-TZVPD basis set) of C21H9BrCuF5N3OS as an isolated structure.

```
42
Properties=species:S:1:pos:R:3:lowdin_charge:R:1
Cu 0.6319 -3.9773 -0.0680 0.155
F 7.1156 -2.8887 2.0642 0.099
C 5.8662 -3.3663 1.9604 -0.154
C 5.2755 -3.5364 0.7222 -0.158
F 5.9601 -3.2261 -0.3894 0.100
C 3.9864 -4.0304 0.6307 -0.253
F 3.5026 -4.1932 -0.6137 0.051
C 3.2121 -4.3614 1.7429 -0.542
S 1.5735 -4.9825 1.6622 0.632
C 3.8527 -4.1889 2.9716 -0.252
F 3.2145 -4.4881 4.1107 0.069
C 5.1428 -3.7048 3.0919 -0.153
F 5.6988 -3.5530 4.3025 0.102
Br -4.0700 8.3079 -0.8899 0.694
C -3.8215 6.4277 -0.8429 -0.708
C -2.5514 5.9056 -1.0338 -0.137
C -2.3629 4.5348 -1.0051 -0.029
C -3.4474 3.6909 -0.7840 -0.259
C -4.7159 4.2303 -0.6012 -0.035
C -4.9119 5.6019 -0.6252 -0.138
N -3.3660 2.2692 -0.7442 0.036
N -2.1835 1.8423 -0.7499 0.052
C -2.0135 0.4682 -0.7538 -0.245
C -3.0588 -0.4523 -0.7821 -0.027
C -2.8451 -1.8120 -0.7851 -0.014
C -1.5428 -2.3705 -0.7433 -0.364
O -1.3147 -3.6111 -0.7304 -0.082
C -0.4414 -1.4043 -0.7185 -0.135
N 0.8052 -1.9332 -0.6874 0.067
C 1.8431 -1.1318 -0.6726 -0.116
C 1.7132 0.2680 -0.6833 -0.052
C 0.4656 0.8212 -0.7053 -0.008
C -0.6742 -0.0174 -0.7276 -0.097
H -1.7160 6.5703 -1.2063 0.096
H -1.3798 4.1142 -1.1528 0.096
H -5.5430 3.5530 -0.4362 0.108
H -5.8972 6.0202 -0.4760 0.095
H -4.0713 -0.0721 -0.8069 0.100
H -3.6779 -2.5029 -0.8153 0.106
H 2.8199 -1.5985 -0.6550 0.103
H 2.6017 0.8845 -0.6693 0.099
H 0.3249 1.8927 -0.7047 0.099
```

Values from the calculation:
- Charge: -1
- HOMO energy: -4.594 eV
- Gap between HOMO and LUMO: 6.46 eV
- Spin multiplicity: 1
- Energy above the lowest of the compared OMol25 structures with the same formula, charge and spin: 0.00 kcal/mol
- E_LUMO: 1.87 eV


Number 1: E -45397.641 eV. Number 2: E -8944.490 eV. Number 3: E -10841.918 eV. Number 4: E -4052.805 eV. Number 5: E -123769.455 eV. Number 6: E -167547.845 eV.